A structure of composition C51H45BaCl3N9O5S3 in a non-equilibrium geometry. Source: OMol25; level of theory: ωB97M-V/def2-TZVPD.

Geometry as XYZ:
```
117
Properties=species:S:1:pos:R:3:forces:R:3
C -8.487896 -5.391368 2.762923 0.1 0.1 -0.1
H 6.960943 6.073012 -1.954700 -0.2 0.0 0.0
H 3.116273 5.989302 1.167864 0.2 0.0 -0.1
N -3.113660 -2.900016 2.514987 -0.4 0.6 0.1
H -6.851774 4.334888 0.412612 0.2 0.0 -0.1
H 2.749243 6.581134 -1.168808 0.2 0.0 -0.1
C 3.459332 6.641470 -3.647889 0.1 0.1 -0.2
Ba 0.000000 0.000000 0.000000 -0.3 -0.2 0.2
H 3.998600 -5.671511 0.059566 0.0 0.1 0.1
C -5.134872 3.579632 -0.654180 -0.2 0.2 0.4
C 4.836876 6.359557 -1.742720 0.4 -0.1 0.3
C 3.091606 -3.362707 3.043243 0.1 -0.4 -0.3
C -6.011006 -4.136945 -2.088344 -0.9 -0.3 -0.1
H -9.362218 -5.194615 3.378675 0.2 0.0 -0.1
C -5.782188 4.430942 0.245848 0.4 -0.2 -0.3
H 0.335256 -0.430547 -6.032452 0.0 0.0 0.0
H 5.638225 1.044102 -1.407410 0.0 0.0 0.0
O 3.105491 -3.892879 -1.740796 -0.7 0.2 -0.2
C 2.080024 2.979625 3.171682 0.3 0.1 0.2
O 0.540986 1.634161 2.099124 0.8 -0.5 -1.1
N 0.886753 -0.018478 -2.759631 0.7 -3.4 2.3
C -1.986074 -3.666868 2.601508 0.7 0.4 -0.4
C -3.040975 4.667523 -0.202659 0.2 0.5 0.3
C -0.975703 -2.859633 2.132917 0.1 -0.5 0.1
H 4.205997 -4.203786 5.342556 0.2 0.1 -0.1
O -5.831992 -2.409830 1.052840 0.3 -0.1 0.1
C -5.703309 -2.226347 -0.360492 0.2 0.3 0.1
H -2.575182 1.756563 -3.973890 -0.1 -0.2 0.2
C 6.117894 6.062935 -1.269513 0.0 -0.2 0.6
C 6.318622 5.723152 0.071808 -0.2 0.0 -0.3
H -1.898392 -0.717699 -1.641909 -0.3 0.0 0.3
H -1.982637 4.829375 -0.362739 -0.1 -0.3 -0.1
C -7.501852 -4.410209 2.609424 0.1 -0.9 -0.5
C 3.745861 -5.037990 0.905561 -0.1 0.2 0.1
H 7.313103 5.467700 0.425305 -0.1 0.0 0.0
H -5.552405 6.065736 1.628929 0.1 -0.1 -0.1
H 5.689011 -3.716671 4.483664 0.0 -0.1 0.1
O 1.134646 -5.118061 -0.904801 -0.1 0.9 -0.3
N -3.203910 2.780618 -1.822584 0.4 0.1 0.1
C -6.994226 -4.885215 -2.699647 0.6 0.3 0.3
H -4.378195 -4.203025 3.481036 -0.2 0.1 -0.2
H 0.701695 1.319527 -4.302824 0.2 0.2 0.1
C -7.919553 -3.225489 -1.169461 0.7 0.4 0.4
C 2.411597 -3.234286 1.829666 0.6 -0.3 0.2
C -5.266621 -3.627845 1.557374 -0.7 0.3 0.2
N -1.867488 1.652032 -3.259959 0.0 1.2 0.0
H -7.134692 -7.841123 0.833168 -0.1 0.2 0.1
S -0.466891 2.810875 -1.411523 -0.1 0.9 0.5
H 6.066470 2.584771 0.468371 -0.2 0.1 0.2
C 4.421396 -5.162039 2.120649 -0.6 0.4 -0.2
H -4.954856 -4.280916 -2.286120 -0.1 0.1 0.1
C 3.612016 0.723358 -0.792376 -2.4 -0.3 0.8
C -3.687290 5.520135 0.700942 -0.3 -0.4 -0.4
H 1.316197 3.199924 3.918855 0.1 -0.2 -0.3
N 5.416706 5.294326 2.306866 1.6 1.8 0.1
C -2.750650 -1.675814 2.032192 -0.1 -0.4 -0.1
H -4.570300 -4.038655 0.812727 -0.1 0.0 0.2
C 0.691277 0.268090 -4.045939 0.6 -2.1 2.3
H 2.876456 7.497306 -3.292456 -0.1 -0.2 0.1
C 4.307008 3.349457 2.351792 -0.2 -0.1 -0.1
H 1.643070 -2.475210 1.721297 0.5 -0.1 -0.2
C 0.473004 -2.071558 -4.641501 0.1 1.2 -0.1
C 4.862126 1.272601 -0.690084 0.9 1.0 0.9
C 1.741136 2.103121 2.115888 -1.3 0.2 0.9
C -6.370051 -4.647024 1.807037 0.0 -0.5 -0.3
H 3.501075 4.269867 4.123137 0.1 0.0 -0.1
N 2.617731 0.975848 0.076263 0.3 0.0 0.0
H 2.838682 -2.693184 3.861040 0.1 -0.1 0.0
H -3.882975 2.182399 -2.273634 0.0 0.1 0.1
H -5.729731 2.830456 -1.170383 0.2 0.0 0.0
C 0.915139 -1.663963 -2.266240 0.1 -0.8 -1.6
O 4.764754 6.645376 -3.079403 -0.5 -0.1 -0.1
C -3.752900 3.678253 -0.880051 -0.2 0.0 0.1
C -7.239769 -6.882629 1.335220 0.3 0.1 -0.1
H -4.644708 -2.294328 -0.639273 -0.1 -0.1 -0.1
C -6.254934 -5.905691 1.180812 -0.7 0.2 0.5
S -8.557791 -4.421303 -2.185338 0.0 -0.3 -0.3
C 3.966557 6.023622 0.489286 0.3 -0.1 -0.2
H -3.114796 6.282995 1.222810 0.0 -0.2 -0.1
H -4.908917 -2.505139 3.422787 -0.3 -0.3 -0.2
S 1.943218 -3.899086 -0.854771 1.1 -0.7 -0.2
N -1.464797 -1.632476 1.766308 -0.2 -0.3 0.5
H -1.988003 -4.682075 2.972785 0.0 0.2 -0.1
H 0.623356 -3.614251 -3.172120 0.0 0.3 0.2
H -3.455872 -0.867792 1.881459 0.0 -0.2 0.0
C 2.788912 1.816450 1.149912 1.2 -0.3 -1.0
H 0.076241 -3.096288 2.038472 -0.6 -0.1 0.0
C 0.670484 -2.538467 -3.326596 0.2 1.2 0.2
N 5.546042 4.048337 2.443173 -0.1 -2.0 1.3
H 2.938459 5.697949 -3.451408 0.0 0.2 0.2
C -4.469232 -3.319913 2.837625 0.5 0.3 0.0
H -6.011936 -1.196965 -0.576663 0.0 -0.1 0.3
H 3.352238 0.040512 -1.593383 0.0 0.0 0.0
H 0.304665 -2.812983 -5.420447 0.0 0.2 0.1
C 4.855532 -4.425973 4.489515 0.0 -0.2 0.2
H 3.567477 6.741027 -4.732274 0.2 0.0 0.2
C -6.542644 -3.162868 -1.171673 -0.4 -0.6 -0.5
H 5.253554 -5.435212 4.638064 0.0 0.2 0.0
C 3.320686 3.589066 3.298765 0.0 0.1 -0.7
H -0.937332 1.438254 -3.604591 -0.7 -0.1 0.4
C 2.743711 -4.074932 0.768243 -0.5 1.0 0.2
C 3.762026 6.353114 -0.854192 0.0 0.0 0.1
C 5.082071 2.135427 0.368789 0.2 -0.3 -0.7
Cl -7.750577 -2.925507 3.456751 0.1 0.2 0.0
H -6.872660 -5.679427 -3.424043 0.0 0.1 0.1
Cl -9.010094 -2.251247 -0.261877 0.2 0.0 0.1
H 5.209592 -5.904430 2.209995 -0.1 0.1 0.1
Cl -9.568779 -7.821294 2.312437 -0.3 -0.2 0.1
C 0.487719 -0.712540 -4.996479 -0.2 -1.8 -0.8
C 4.062732 2.435024 1.302587 0.4 -0.1 0.1
H -5.398382 -6.133127 0.547636 -0.1 0.2 0.2
C -5.055601 5.400891 0.927503 0.1 0.1 0.1
C -1.910472 2.454342 -2.149275 -0.5 -0.8 -1.3
C 5.238489 5.677552 0.958237 -1.6 0.8 -1.0
N 1.089844 -2.542953 -0.814403 -0.4 3.4 -2.4
C -8.353804 -6.619054 2.123014 0.7 0.6 -0.1
C 4.094154 -4.331580 3.201579 -0.2 0.2 -0.4
```
Positions in Å, forces in eV/Å.

Summary:
**Energy**: -5439.917537 a.u.
**HOMO energy**: -3.63 eV
**Multiplicity**: 1
**Lowest unoccupied orbital energy**: 0.0630 Eh
**Strongest force on any atom**: 4.21 eV/Å
**Charge**: -1

These are the Mulliken partial charges, in e, on atoms 1 to 6: -0.7419 0.4034 0.3905 0.2738 0.3547 0.3494